# 1
This record from the OMol25 dataset describes a molecular structure, C20H19BrIIrNSi at a distorted geometry. The level of theory is wB97M-V/def2-TZVPD.

ORCA input file:
```
! wB97M-V def2-TZVPD RIJCOSX def2/J DEFGRID3
* xyz 1 1
C -0.7921 -1.0428 -1.7828
C -4.2963 -1.1532 0.3290
C 0.2317 -1.0163 3.0806
H 6.0308 -0.8434 3.2487
H -4.1503 -3.3804 -2.1475
H -0.6686 -1.0053 3.6788
H 1.6610 1.3249 -3.3663
H -4.1816 -2.3500 -3.5758
C 3.7622 -1.1820 0.7929
H -0.8505 -1.1427 1.2284
H -5.3759 -1.1609 0.4779
H 0.7612 1.5357 0.6460
H 1.5463 -0.8328 4.7518
H -4.0322 0.8927 -3.1421
C 5.0614 -0.9170 2.7773
H 1.7326 3.7960 -3.5738
Ir 1.1009 -0.9180 -1.2053
C 1.4815 1.9582 -2.5078
C -4.5082 -2.4293 -2.5401
N 1.2278 1.3431 -1.3519
C 4.9866 -1.0930 1.3850
C 3.9153 -0.8640 3.5186
C 2.6431 -0.9576 2.9090
C 0.9930 3.4554 -0.2873
C 1.4583 -0.9258 3.6775
C -2.0138 -1.0347 -1.6976
C 1.2773 4.0955 -1.4872
H -3.9864 1.4955 -1.4856
H -5.5980 -2.4447 -2.5262
C 1.5175 3.3329 -2.6229
C 2.5429 -1.0881 1.4922
C 1.2545 -1.1161 0.8928
H 0.7927 4.0161 0.6130
C 0.9773 2.0771 -0.2653
H -3.8981 -2.0752 0.7529
Si -3.8635 -0.9903 -1.5018
I 3.6878 -1.5411 -1.3305
H -5.4770 0.8101 -2.1321
C -4.3913 0.7149 -2.1294
Br 1.3475 5.9739 -1.5662
H 3.9590 -0.7499 4.5934
H -3.8919 -0.3176 0.9012
H 5.8932 -1.1520 0.7994
C 0.1326 -1.0978 1.6792
*
```

* orbital gap (spin up / spin down): 6.342 / 6.341 eV


# 2
This record from the OMol25 dataset describes a molecular structure, C12H11CaF7O3 at a distorted geometry. The level of theory is wB97M-V/def2-TZVPD.

ORCA input file:
```
! wB97M-V def2-TZVPD RIJCOSX def2/J DEFGRID3
* xyz 2 1
F -2.5811 -2.8957 1.6987
O -3.0715 2.6050 -0.6574
F -3.5174 -4.5473 -0.3593
O -1.6933 4.2348 0.6532
H 0.2635 0.8993 2.3872
H 4.4336 1.1648 0.6701
H 4.1597 -0.7205 0.5666
F -0.4218 -1.5038 -0.8678
C 3.7053 0.2986 0.9751
H 3.2227 -0.7009 -1.4944
H 3.0504 1.1769 -1.8727
H 1.6241 -0.5249 0.5459
O -4.0404 0.6762 -1.5675
C -2.3937 -3.5997 -0.7092
H 3.5638 0.1662 2.1339
C -3.0681 1.1102 -0.7641
C -1.1862 1.5903 0.6337
F -1.1137 -4.3280 -0.3962
H 1.1201 2.3848 -0.4115
C 2.2154 0.4385 0.2287
H 1.5139 -0.0586 -1.9662
C -2.6004 -2.3009 0.3108
Ca 2.6596 -0.5433 -3.7463
C -1.4064 -1.1916 0.2321
C 1.4755 1.8569 0.5838
C -1.9617 2.9891 0.2312
C 2.5112 0.2485 -1.4062
H 0.0606 2.7639 2.1381
F -3.9729 -1.7927 0.1091
F -2.5081 -3.1867 -2.1289
H 2.2744 2.5484 1.1271
C -1.8691 0.3627 0.0579
F -0.6059 -1.3465 1.5045
C 0.1581 1.7261 1.5601
*
```

* orbital gap: 5.288 eV
* energy relative to the best compared isomer or geometry (same formula, charge and spin): 6.244 eV


| no. | molar mass (g/mol) | electronic energy (a.u.) |
| --- | --- | --- |
| 1 | 700.5 | -4093.49316 |
| 2 | 376.3 | -2065.23929 |